Record 1
This record from the Open Molecules 2025 dataset describes a cluster of 2 separate species, C31H29N3O4 in total. The level of theory is ωB97M-V/def2-TZVPD.

Results
**Energy above the lowest of the compared OMol25 structures with the same formula, charge and spin**: 0.0 kJ/mol
**Kohn-Sham gap**: 6.3 eV
**Energy**: -45277.0616 eV
**LUMO level**: -1.6 eV
**Strongest force on any atom**: 0.0695 hartree/bohr

Last column: natural (NBO) charge in e.
Cartesian coordinates (Å):
O1 3.473119 1.450625 2.049606  -0.73
C1 3.529451 0.266469 2.443358  0.75
O2 3.616019 -0.305617 3.548451  -0.74
C2 3.406978 -0.768257 1.289156  -0.17
C3 4.395469 -1.955301 1.374540  -0.43
C4 3.528999 -3.127857 1.663856  0.01
C5 2.179868 -2.721277 1.699220  0.17
C6 1.169972 -3.634599 1.995503  -0.22
C7 1.515262 -4.973234 2.212978  -0.22
C8 2.859872 -5.379409 2.174590  -0.18
C9 3.877465 -4.456674 1.901158  -0.19
N1 2.091157 -1.346789 1.486000  -0.25
C10 1.002113 -0.562406 1.564599  0.20
C11 -0.326698 -1.032339 1.552590  -0.31
C12 -1.275360 -0.617511 2.466207  -0.08
C13 -2.516274 -1.291527 2.736339  -0.13
C14 -3.279778 -0.942817 3.885893  -0.16
C15 -4.480702 -1.578507 4.176146  -0.21
C16 -4.962659 -2.589514 3.327046  -0.18
C17 -4.219581 -2.965380 2.200598  -0.23
C18 -3.009198 -2.332315 1.905464  -0.12
H1 3.470290 -0.263068 0.322721  0.23
H2 4.912597 -2.047124 0.409367  0.22
H3 5.163417 -1.800752 2.143153  0.26
H4 0.142540 -3.292433 2.061920  0.22
H5 0.734859 -5.706734 2.420431  0.22
H6 3.113667 -6.423932 2.361680  0.22
H7 4.928662 -4.755092 1.864257  0.22
H8 1.218148 0.512409 1.633441  0.26
H9 -0.581224 -1.779220 0.794391  0.23
H10 -1.017802 0.207714 3.135484  0.22
H11 -2.899146 -0.161688 4.546823  0.22
H12 -5.055042 -1.293182 5.061117  0.23
H13 -5.910318 -3.082612 3.547985  0.22
H14 -4.589428 -3.758341 1.546082  0.22
H15 -2.431419 -2.638698 1.031630  0.20
O3 1.538190 1.119180 -2.463811  -0.56
C19 1.198875 2.290240 -2.613165  0.68
C20 1.759185 3.344240 -3.499221  -0.06
C21 1.049023 4.519479 -3.296588  -0.15
C22 1.330815 5.682681 -3.994124  -0.16
C23 2.372127 5.627710 -4.931640  -0.19
C24 3.083396 4.429608 -5.153822  -0.19
C25 2.777862 3.262799 -4.436461  -0.19
C26 -0.022929 4.275094 -2.304881  0.68
O4 -0.881165 5.028536 -1.866620  -0.55
N2 0.125604 2.916111 -1.963824  -0.48
C27 -0.711522 2.277945 -0.945257  -0.21
C28 -2.035322 1.840860 -1.566681  -0.04
C29 -3.013478 1.155939 -0.586992  -0.39
C30 -3.666941 0.038311 -1.418240  -0.41
C31 -2.700778 -0.224230 -2.595800  -0.19
N3 -1.828777 0.898884 -2.594830  -0.66
H16 0.748055 6.581475 -3.792666  0.24
H17 2.631738 6.522892 -5.497892  0.22
H18 3.882099 4.410808 -5.896138  0.22
H19 3.293627 2.314931 -4.589053  0.24
H20 -0.172250 1.401989 -0.566048  0.22
H21 -0.890576 3.003124 -0.144461  0.22
H22 -2.527929 2.764531 -1.945981  0.17
H23 -2.437807 0.734528 0.248414  0.19
H24 -3.732363 1.881149 -0.190929  0.22
H25 -3.852956 -0.861067 -0.825331  0.21
H26 -4.616298 0.411468 -1.817537  0.21
H27 -2.121951 -1.151367 -2.430076  0.16
H28 -3.233382 -0.359108 -3.551695  0.18
H29 -1.119447 1.008264 -3.302427  0.39

Atoms 1-3, force components in eV/Å:
-0.1473 -0.4502 0.7293
0.6330 0.2268 0.1514
-0.0836 0.8331 -0.1727

=====

Record 2
This record from the Open Molecules 2025 dataset describes a structure of composition C31H29N5O2PRbS. The level of theory is ωB97M-V/def2-TZVPD.

Results
**Energy above the lowest of the compared OMol25 structures with the same formula, charge and spin**: 0.0 kJ/mol
**Kohn-Sham gap**: 8.1 eV
**Energy**: -64945.0684 eV
**LUMO level**: 0.1 eV
**Strongest force on any atom**: 0.0545 hartree/bohr

Last column: natural (NBO) charge in e.
Cartesian coordinates (Å):
Rb1 -1.498302 1.176655 -0.755584  0.94
O1 -3.163147 -2.451014 -3.251370  -0.72
C1 -2.467579 -1.790272 -2.503237  0.74
O2 -2.390126 -0.537946 -2.401480  -0.83
C2 -1.538756 -2.590477 -1.597304  0.11
C3 -1.491662 -3.995010 -1.781909  -0.24
C4 -0.818012 -4.725821 -0.884149  -0.14
C5 -0.096607 -4.086877 0.168978  -0.10
C6 0.691947 -4.806340 1.083391  -0.18
C7 1.531756 -4.137787 1.902679  -0.22
C8 1.573700 -2.749570 1.877525  -0.22
C9 0.733319 -1.987701 1.090053  -0.15
C10 -0.121842 -2.668660 0.186544  0.13
N1 -0.891015 -1.943888 -0.673901  -0.44
H1 -2.062357 -4.431390 -2.592012  0.25
H2 -0.897260 -5.791396 -0.870980  0.21
H3 0.618039 -5.889591 1.077510  0.21
H4 2.210056 -4.603139 2.591628  0.21
H5 2.342371 -2.288750 2.542241  0.21
H6 0.861680 -0.931988 1.055877  0.22
N2 2.776359 2.189167 -0.776030  -0.89
P1 2.365811 1.752500 0.868824  1.01
C11 3.780193 2.587591 1.686794  -0.28
C12 4.908683 1.792812 1.885311  -0.23
C13 6.046293 2.297290 2.505281  -0.21
C14 6.039838 3.624028 3.020263  -0.20
C15 4.934133 4.440224 2.779563  -0.21
C16 3.811564 3.909671 2.142325  -0.24
C17 0.873807 2.858406 1.156231  -0.35
C18 0.134148 2.651510 2.331680  -0.21
C19 -1.079999 3.299065 2.537468  -0.20
C20 -1.666338 4.051565 1.496595  -0.21
C21 -0.926915 4.296517 0.370864  -0.23
C22 0.338029 3.701457 0.200586  -0.24
C23 2.452084 1.361640 -1.809594  0.37
C24 3.217747 1.473893 -2.955196  -0.30
C25 2.951383 0.695318 -4.059310  -0.14
C26 1.958774 -0.288343 -3.950514  -0.30
C27 1.239699 -0.362569 -2.756543  0.07
N3 1.536540 0.431624 -1.674758  -0.51
H7 3.433543 2.930893 -0.965797  0.41
H8 4.934075 0.737394 1.556260  0.22
H9 6.937014 1.628798 2.585434  0.22
H10 6.884719 3.958864 3.628486  0.22
H11 4.978247 5.419161 3.238394  0.22
H12 2.906828 4.503357 1.955664  0.22
H13 0.538674 1.937535 3.053615  0.22
H14 -1.539230 3.134196 3.504900  0.23
H15 -2.668312 4.455836 1.667631  0.23
H16 -1.253832 4.926098 -0.429180  0.22
H17 0.911605 3.863362 -0.726540  0.23
H18 3.998926 2.192931 -3.066963  0.21
H19 3.538919 0.826936 -5.003341  0.22
H20 1.611923 -0.809647 -4.837755  0.23
H21 0.438066 -1.060612 -2.658022  0.22
C28 -3.923423 -2.485495 1.155556  -0.42
N4 -4.643108 -1.827719 0.101805  -0.41
C29 -5.378236 -2.528944 -0.991423  -0.21
C30 -5.887296 -1.294980 -1.795259  -0.24
N5 -5.629010 -0.146556 -0.891309  -0.60
C31 -4.836695 -0.510366 0.151054  0.35
S1 -4.152401 0.606819 1.231949  -0.40
H22 -2.923388 -2.777586 0.839055  0.21
H23 -4.435966 -3.351808 1.566794  0.20
H24 -3.883768 -1.813029 2.026419  0.24
H25 -6.110978 -3.166743 -0.599693  0.19
H26 -4.716032 -3.085521 -1.623116  0.24
H27 -6.917207 -1.377632 -2.039885  0.20
H28 -5.246068 -1.246845 -2.689900  0.24
H29 -5.785623 0.828897 -1.209171  0.42

Atoms 1-3, force components in eV/Å:
0.1680 -0.1024 0.3240
-1.2580 -0.9023 -1.0448
1.0304 1.2352 0.3357

=====

Record 3
This record from the Open Molecules 2025 dataset describes a structure of composition C31H30BClN10O2Pt. The level of theory is ωB97M-V/def2-TZVPD.

Results
**Energy above the lowest of the compared OMol25 structures with the same formula, charge and spin**: 206.3 kJ/mol
**Kohn-Sham gap (spin up / spin down)**: 7.1 / 4.0 eV
**Energy**: -68052.4179 eV
**LUMO level (spin up / spin down)**: -9.0 / -12.1 eV
**Total charge**: +3
**Multiplicity**: 2
**Strongest force on any atom**: 0.0117 hartree/bohr
**<S²>**: 0.772

Last column: Mulliken spin population.
Cartesian coordinates (Å):
Pt1 0.341691 0.013637 -0.091790  0.10
C1 0.498475 -3.324181 2.593291  0.00
C2 0.575820 -2.792838 1.323383  0.03
N1 0.541591 -1.453167 1.361981  0.01
N2 0.452216 -1.110929 2.687021  0.00
C3 0.411312 -2.226115 3.428088  0.00
B1 0.143872 0.364413 3.078558  -0.01
N3 1.345205 1.140892 2.436599  0.00
C4 2.330294 1.815790 3.029841  0.00
C5 3.228237 2.241511 2.060205  0.00
C6 2.714389 1.771925 0.870898  0.00
N4 1.557505 1.115898 1.107108  0.00
N5 -1.169594 0.757684 2.348707  0.00
C7 -2.355689 1.134142 2.851698  0.00
C8 -3.249121 1.299243 1.808962  0.00
C9 -2.527660 0.989574 0.665742  0.00
N6 -1.278284 0.660325 1.008467  0.08
N7 0.064377 0.671510 4.528594  0.00
C10 -0.177421 1.900072 5.086027  0.00
C11 -0.112505 1.762204 6.442093  0.00
C12 0.181726 0.395305 6.642872  0.00
N8 0.289797 -0.252326 5.503996  0.00
H1 0.526726 -4.362333 2.873918  0.00
H2 0.717638 -3.343431 0.414615  -0.01
H3 0.349115 -2.132344 4.501130  0.00
H4 2.339782 1.943433 4.100164  0.00
H5 4.128067 2.813739 2.203108  0.00
H6 3.113420 1.897338 -0.123239  0.00
H7 -2.490015 1.251926 3.914267  0.00
H8 -4.281006 1.596314 1.873630  0.00
H9 -2.846394 0.980369 -0.363691  0.00
H10 -0.371800 2.770930 4.478969  0.00
H11 -0.255797 2.524488 7.187664  0.00
H12 0.316336 -0.130952 7.574198  0.00
O1 -2.269561 4.191456 -4.835289  0.00
C13 -1.342896 4.736081 -3.935595  0.00
C14 -0.874096 3.640357 -3.027596  0.00
C15 0.053936 3.876011 -2.016001  0.00
C16 0.456610 2.843958 -1.202603  0.00
N9 0.009460 1.587380 -1.366786  0.01
C17 -0.925220 1.347634 -2.317140  0.00
C18 -1.372179 2.347677 -3.154736  0.00
C19 -1.445163 -0.038506 -2.370210  0.00
C20 -2.348358 -0.458182 -3.321089  0.00
C21 -2.794092 -1.778296 -3.343965  0.00
C22 -3.755900 -2.213444 -4.416965  0.00
O2 -3.133975 -1.852117 -5.631492  0.00
C23 -2.261701 -2.644928 -2.404090  0.00
C24 -1.352774 -2.170914 -1.480321  0.01
N10 -0.959390 -0.896956 -1.428203  0.00
H13 -2.584795 4.871671 -5.440783  0.00
H14 -1.778723 5.530757 -3.316983  0.00
H15 -0.466356 5.160358 -4.440978  0.00
H16 0.462736 4.863498 -1.845787  0.00
H17 1.145260 3.028231 -0.396073  0.00
H18 -2.115497 2.154645 -3.912883  0.00
H19 -2.703813 0.226672 -4.077428  0.00
H20 -4.704907 -1.682686 -4.274011  0.00
H21 -3.950890 -3.285553 -4.339086  0.00
H22 -3.702701 -2.088321 -6.374098  0.00
H23 -2.533219 -3.691650 -2.386646  0.00
H24 -0.916256 -2.844413 -0.774439  0.00
Cl1 1.404020 -3.038943 -3.116270  0.07
C25 2.396937 -3.099881 -1.734409  0.17
C26 3.037006 -4.275782 -1.412186  -0.02
C27 3.900997 -4.302344 -0.321446  0.21
C28 4.127625 -3.144928 0.470903  0.09
C29 3.478105 -1.988806 0.175305  0.03
C30 2.583592 -1.904797 -0.936135  0.18
C31 2.022189 -0.633759 -1.302205  0.04
H25 2.899592 -5.155464 -2.026092  0.01
H26 4.420892 -5.222176 -0.083814  0.00
H27 4.822116 -3.193686 1.298578  0.00
H28 3.649387 -1.092873 0.759276  0.00
H29 1.662974 -0.551827 -2.320777  0.00
H30 2.706756 0.160799 -1.026502  0.03

Atoms 1-3, force components in eV/Å:
0.0360 -0.0504 0.2597
0.0662 0.0046 -0.0327
0.1189 -0.1364 -0.0587